(1)
{
  "formula": "C25H79O32P7",
  "method": "ωB97M-V/def2-TZVPD",
  "gap_ev": 10.2,
  "homo_ev": -10.35,
  "smiles": "COP(=O)(OC)OC.COP(=O)(OC)OC.COP(=O)(OC)OC.COP(=O)(OC)OC.COP(=O)(OC)OC.COP(=O)(OC)OC.COP(=O)(OC)OC.CO.CO.CO.CO",
  "multiplicity": 1,
  "fmax_ha_per_bohr": 0.0721,
  "total_energy_ha": -5797.4797,
  "relative_energy_kj_mol": 529.4,
  "species": ["C", "O", "P", "O", "O", "C", "O", "C", "H", "H", "H", "H", "H", "H", "H", "H", "H", "C", "O", "P", "O", "O", "C", "O", "C", "H", "H", "H", "H", "H", "H", "H", "H", "H", "C", "O", "P", "O", "O", "C", "O", "C", "H", "H", "H", "H", "H", "H", "H", "H", "H", "C", "O", "P", "O", "O", "C", "O", "C", "H", "H", "H", "H", "H", "H", "H", "H", "H", "C", "O", "P", "O", "O", "C", "O", "C", "H", "H", "H", "H", "H", "H", "H", "H", "H", "C", "O", "P", "O", "O", "C", "O", "C", "H", "H", "H", "H", "H", "H", "H", "H", "H", "C", "O", "P", "O", "O", "C", "O", "C", "H", "H", "H", "H", "H", "H", "H", "H", "H", "C", "O", "H", "H", "H", "H", "C", "O", "H", "H", "H", "H", "C", "O", "H", "H", "H", "H", "C", "O", "H", "H", "H", "H"],
  "xyz": [[-5.17476, -0.46624, 5.41694], [-5.27030, 0.91278, 5.11601], [-4.86810, 1.48138, 3.65940], [-4.74127, 2.98129, 3.67942], [-3.56264, 0.63183, 3.17311], [-2.25040, 0.86386, 3.79462], [-6.05774, 0.87497, 2.73578], [-6.01962, 1.05467, 1.33535], [-4.23255, -0.67124, 5.92520], [-5.15706, -1.08057, 4.51673], [-6.02153, -0.86056, 5.97873], [-1.88359, -0.02763, 4.30334], [-2.29484, 1.63126, 4.56743], [-1.55615, 1.07931, 2.98241], [-5.12955, 1.62700, 1.07397], [-6.90382, 1.59561, 0.99817], [-5.88278, 0.13046, 0.77390], [-2.10561, -9.29427, -1.18806], [-0.68697, -9.60955, -1.12152], [0.29771, -8.70632, -2.01245], [0.43420, -9.10312, -3.47140], [1.66710, -8.77612, -1.06415], [1.74650, -8.33243, 0.33538], [-0.11638, -7.16683, -1.75888], [0.73448, -6.06013, -2.17022], [-2.32969, -8.48084, -1.87813], [-2.50986, -9.11694, -0.19144], [-2.68565, -10.14407, -1.54791], [0.80096, -7.99470, 0.75964], [2.52235, -7.58940, 0.51995], [2.01129, -9.24608, 0.86758], [0.13960, -5.34127, -2.73365], [1.48994, -6.45940, -2.84694], [1.17473, -5.40164, -1.42144], [3.00375, 5.36948, 1.52450], [2.37990, 5.14837, 2.77559], [2.60816, 6.26564, 3.91109], [4.01770, 6.66085, 4.09359], [1.91187, 5.62568, 5.26230], [2.58841, 4.60204, 6.01026], [1.64949, 7.52783, 3.55408], [0.25280, 7.39131, 3.49427], [4.05320, 5.60525, 1.70103], [2.53195, 6.22962, 1.04946], [2.84228, 4.48965, 0.90166], [3.14124, 3.93043, 5.35344], [1.78043, 3.99528, 6.41905], [3.36589, 4.97442, 6.67732], [-0.23255, 7.81782, 4.37212], [-0.09268, 6.35776, 3.47133], [-0.20717, 7.94166, 2.67352], [-3.15524, -8.92422, 3.95311], [-4.32414, -8.10273, 3.62525], [-4.15426, -6.47899, 3.65503], [-3.42347, -5.97095, 4.84886], [-3.40997, -6.24362, 2.23679], [-3.35100, -4.89130, 1.63630], [-5.69221, -5.93048, 3.42265], [-6.44861, -6.32748, 2.23596], [-2.20450, -8.49128, 4.26418], [-2.88138, -9.54814, 3.10234], [-3.43106, -9.63642, 4.73080], [-3.54407, -4.05187, 2.30427], [-4.10919, -4.80391, 0.85809], [-2.31910, -4.78849, 1.30059], [-7.13652, -5.50500, 2.03999], [-7.09863, -7.18295, 2.41961], [-5.90385, -6.54308, 1.31681], [-2.76092, -0.43600, -4.77168], [-3.38434, 0.79072, -4.48759], [-4.14831, 1.62708, -5.64118], [-4.66196, 2.97674, -5.20083], [-3.10127, 1.56218, -6.89968], [-1.99690, 2.46949, -7.01467], [-5.30629, 0.55598, -6.05596], [-6.55627, 0.95151, -6.60671], [-3.10126, -1.26685, -4.15365], [-1.70113, -0.29906, -4.55678], [-2.98368, -0.70118, -5.80519], [-1.95474, 3.20213, -6.20872], [-2.03594, 2.99810, -7.96711], [-1.11936, 1.82656, -7.08302], [-6.61142, 0.51213, -7.60270], [-6.73742, 2.02575, -6.57051], [-7.33957, 0.36567, -6.12574], [-4.24312, 7.49402, -0.54862], [-3.62622, 7.44311, -1.85276], [-1.94164, 7.59464, -1.98154], [-1.30149, 7.52886, -3.34979], [-1.67689, 9.00764, -1.13620], [-2.03689, 10.32962, -1.57173], [-1.47865, 6.47125, -0.91758], [-1.48808, 5.10729, -1.29601], [-4.59069, 8.52707, -0.53902], [-3.55029, 7.28783, 0.26720], [-5.01138, 6.72354, -0.48352], [-1.14437, 10.94936, -1.48553], [-2.78062, 10.71465, -0.87407], [-2.33927, 10.27975, -2.61776], [-2.53510, 4.80421, -1.29695], [-0.97831, 4.44020, -0.60086], [-1.03866, 4.90750, -2.26873], [6.65251, -3.57331, 2.44076], [6.16051, -3.22466, 3.75497], [5.06266, -2.10352, 4.05293], [4.18347, -1.79895, 2.89936], [4.28292, -2.66700, 5.39082], [3.76799, -3.96632, 5.43860], [6.06345, -0.88688, 4.54659], [7.13092, -0.42146, 3.74319], [6.80924, -4.65156, 2.41060], [7.66313, -3.22690, 2.22457], [5.94038, -3.39825, 1.63433], [4.08580, -4.51869, 4.55430], [2.69503, -3.94466, 5.62933], [4.13481, -4.53255, 6.29471], [8.11182, -0.71233, 4.11915], [7.09931, 0.65592, 3.90551], [7.08414, -0.63892, 2.67613], [2.84072, 0.07843, -1.80266], [1.76135, -0.47183, -1.10936], [3.17854, -0.57268, -2.60891], [2.46381, 0.98897, -2.26843], [3.65660, 0.34979, -1.13273], [2.16724, -0.64589, -0.25698], [3.78964, 5.00297, -5.10571], [4.91983, 4.77653, -4.35287], [3.83807, 4.36270, -5.98651], [2.95200, 4.66182, -4.49737], [3.70596, 6.02024, -5.48815], [5.27543, 5.60773, -4.02997], [4.04785, -2.42014, -7.07148], [4.41730, -3.29572, -8.08768], [3.52130, -1.58111, -7.52630], [3.44626, -2.98436, -6.35884], [4.97799, -2.07030, -6.62363], [4.70947, -2.79927, -8.85565], [9.06852, 3.10765, -1.48862], [9.72492, 2.80154, -0.26028], [9.10880, 4.17328, -1.71428], [9.48852, 2.50979, -2.29749], [8.03426, 2.76773, -1.43524], [10.65422, 3.02338, -0.35397]],
  "atomic_forces_ev_per_a": [[0.4, -1.2, -0.6], [0.1, 0.7, -1.0], [-0.3, 1.4, 0.4], [0.0, -2.9, -0.2], [-0.5, 0.5, 0.8], [-0.5, -0.1, -0.2], [1.1, -0.1, 1.2], [0.9, 0.6, -0.9], [-0.1, 0.1, 0.3], [0.0, 0.1, -0.2], [0.0, 0.7, 0.3], [-0.4, -0.3, -0.2], [0.0, 0.3, -0.4], [-0.1, 0.3, 0.2], [-0.1, 0.4, -0.1], [0.0, -0.1, 0.1], [-0.4, -0.3, 0.4], [-0.5, -0.6, -0.2], [-0.6, 1.3, -0.5], [2.3, -0.1, -0.6], [-0.1, 0.9, 3.6], [-1.0, 0.3, -1.0], [-0.5, -1.3, -0.4], [-0.3, 0.1, 0.4], [-0.3, -0.2, -1.3], [0.2, 0.2, 0.3], [0.5, 0.4, 0.0], [0.5, -0.3, -0.2], [-0.1, 0.2, -0.4], [0.0, 0.0, -0.6], [0.1, 0.1, 0.2], [-0.4, -0.4, -0.2], [0.2, 0.2, 0.1], [0.0, -1.0, 0.9], [0.2, 0.5, -0.4], [-0.7, 0.2, 1.5], [0.0, 0.3, 1.5], [-1.0, -0.2, -0.4], [0.6, 0.9, -1.9], [0.2, -0.7, -1.0], [1.3, -1.2, 0.2], [-1.7, -0.1, 0.5], [0.1, -0.2, -0.3], [0.0, 0.0, -0.2], [0.2, 0.0, 0.2], [-0.1, 0.0, -0.4], [0.3, 0.3, 0.6], [-0.6, 0.4, 0.4], [0.4, 0.1, 0.3], [0.2, -0.1, -0.3], [0.6, -0.1, -0.4], [-0.2, -1.1, -0.2], [1.2, 1.2, 0.3], [-0.1, -0.6, 0.1], [-1.4, -0.2, -1.6], [-0.7, 1.1, 0.4], [0.2, -0.6, 0.5], [1.7, -1.1, -0.5], [-0.8, 0.3, 0.3], [-0.5, 1.1, 0.1], [-0.4, 0.2, -0.4], [-0.3, 0.3, 0.1], [0.0, -0.4, 0.6], [0.3, -0.3, -0.2], [-0.3, 0.0, -0.4], [0.2, 0.2, 0.0], [0.3, -0.2, 0.5], [0.6, 0.2, 0.4], [0.4, -0.6, -0.5], [-1.2, 1.5, -0.1], [-0.8, 0.6, 0.4], [1.3, -2.7, -1.0], [-1.7, 0.2, 1.0], [0.3, -0.2, -0.3], [1.6, 1.1, 0.5], [-0.5, -0.9, -0.6], [-0.4, 0.3, 0.3], [0.1, -0.2, -0.4], [0.6, -0.2, 0.0], [0.1, -0.2, 0.1], [-0.4, 0.0, 0.0], [0.2, 0.3, 0.4], [0.3, 0.7, -0.4], [0.1, -0.2, 0.0], [0.0, 0.4, 0.7], [0.6, 0.4, -0.5], [2.8, -0.4, -1.1], [-1.1, 1.1, -0.1], [-1.9, 0.1, 2.8], [0.2, -2.6, -0.4], [0.4, -0.7, -0.2], [0.8, 1.6, -0.2], [-0.8, -1.0, -0.5], [-0.6, -0.3, 0.8], [0.2, 0.2, -0.1], [-0.2, 0.3, -0.3], [0.0, -0.1, -0.1], [-0.2, 0.0, -0.4], [-0.3, 0.4, 0.1], [0.0, -0.3, -0.3], [0.2, 0.7, 0.5], [-0.1, 0.4, -0.1], [-0.1, -1.2, -0.1], [0.1, -0.4, -0.6], [0.5, 0.4, 0.0], [0.7, -0.1, 1.0], [2.0, 2.4, -1.2], [-0.2, -1.3, 0.1], [-2.4, -1.9, 0.5], [0.5, 1.1, 0.1], [-0.3, -0.2, 0.4], [-0.3, 0.9, 0.3], [0.0, 0.7, 0.2], [-0.6, -0.2, -0.1], [-0.1, 0.2, -0.7], [0.6, 0.3, 0.1], [-0.2, -0.6, 0.2], [0.1, 0.1, -0.5], [-0.4, -0.1, 0.1], [0.0, 1.0, -1.1], [0.0, -0.6, 1.0], [0.2, -0.2, 0.1], [0.3, 0.2, -0.2], [0.2, -0.1, -0.2], [-0.7, -0.4, 0.4], [-0.9, -0.5, -0.7], [1.9, 0.1, 0.8], [-0.1, -0.1, -0.1], [-0.6, 0.5, -0.3], [-0.3, 0.1, 0.3], [0.0, -0.1, 0.0], [0.5, 0.4, -0.2], [0.1, -1.3, -1.1], [-0.4, 0.2, 0.6], [0.0, 0.3, 0.0], [-0.2, 0.4, 0.6], [0.0, 0.0, 0.1], [0.1, -0.5, 0.0], [-0.3, 0.0, 0.0], [-0.1, 0.0, -0.1], [0.3, 0.2, -0.2], [0.0, 0.3, 0.4], [0.0, 0.0, 0.0]]
}

---

(2)
{
  "formula": "C26H12AuCl5N2S2SbSe4",
  "method": "ωB97M-V/def2-TZVPD",
  "gap_ev": 4.3,
  "total_charge": -1,
  "homo_ev": -3.89,
  "multiplicity": 1,
  "fmax_ha_per_bohr": 0.0177,
  "total_energy_ha": -14186.6393,
  "species": ["Au", "S", "C", "C", "C", "C", "C", "C", "N", "C", "C", "C", "C", "C", "C", "C", "C", "N", "C", "C", "C", "C", "C", "S", "C", "H", "H", "H", "H", "H", "H", "H", "H", "H", "H", "H", "H", "Cl", "C", "C", "C", "Cl", "C", "Cl", "C", "Cl", "C", "Cl", "Se", "Sb", "Se", "Se", "Se"],
  "xyz": [[1.20912, 0.33691, -0.35039], [-0.60695, 5.58282, 0.77187], [-1.33400, 7.10506, 0.64361], [-2.56483, 7.05199, 0.03403], [-2.92218, 5.72234, -0.31710], [-1.94161, 4.82117, 0.02373], [-1.95141, 3.35361, -0.12881], [-0.75244, 2.66294, -0.46821], [-0.68959, 1.34250, -0.52249], [-1.79859, 0.60185, -0.25534], [-3.01609, 1.19902, 0.01999], [-4.17414, 0.37066, 0.26400], [-4.09948, -0.97119, 0.20774], [-2.83858, -1.62575, -0.05670], [-2.68845, -3.02937, -0.05220], [-1.45635, -3.60343, -0.21237], [-0.37639, -2.72872, -0.40333], [-0.49126, -1.42309, -0.43142], [-1.69984, -0.85476, -0.26162], [-1.19575, -5.07367, -0.18455], [0.00578, -5.69875, -0.06142], [-0.09247, -7.12768, -0.06269], [-1.37361, -7.55390, -0.19611], [-2.45638, -6.23921, -0.31187], [-3.06772, 2.60905, 0.08044], [-0.80792, 7.97579, 1.02871], [-3.18200, 7.92261, -0.16176], [-3.84322, 5.44372, -0.82961], [0.17100, 3.22650, -0.72599], [-5.11323, 0.86211, 0.50240], [-4.97396, -1.58986, 0.39406], [-3.56555, -3.64944, 0.11113], [0.63033, -3.11961, -0.53962], [0.94780, -5.16034, 0.04876], [0.75694, -7.79582, 0.03462], [-1.75124, -8.57324, -0.22647], [-4.00762, 3.10039, 0.32718], [3.52764, 0.73957, -2.45446], [3.97626, -0.26743, -1.12841], [2.98768, -0.61705, -0.21600], [3.35726, -1.43383, 0.85848], [2.14780, -1.97508, 2.00143], [4.67434, -1.83637, 1.04324], [5.11431, -2.79433, 2.41127], [5.64525, -1.45881, 0.11280], [7.28391, -1.94603, 0.33444], [5.28921, -0.70189, -0.99710], [6.45625, -0.29492, -2.18228], [2.46016, 4.08993, -1.78499], [3.49128, 3.53471, 0.36342], [1.87946, 1.80246, 1.49985], [5.66545, 2.46880, 0.31251], [3.15567, 5.21709, 2.09360]],
  "atomic_forces_ev_per_a": [[-0.1, -0.5, 0.0], [0.2, -0.1, 0.0], [-0.2, 0.4, 0.0], [0.1, -0.1, 0.1], [0.0, 0.0, 0.0], [-0.2, -0.3, -0.1], [0.8, 0.4, -0.3], [0.2, 0.2, -0.1], [-0.1, 0.3, 0.5], [0.4, -0.6, -0.2], [-0.6, 0.1, 0.0], [0.1, 0.3, 0.0], [0.1, -0.4, 0.0], [-0.5, -0.3, 0.2], [-0.5, 0.2, 0.1], [0.3, -0.8, 0.0], [0.5, 0.2, -0.1], [0.0, -0.1, -0.5], [0.2, 0.6, 0.0], [-0.3, 0.6, 0.0], [0.6, -0.2, 0.1], [0.3, 0.3, 0.0], [-0.1, -0.2, 0.0], [-0.3, 0.1, -0.1], [-0.7, -0.4, 0.2], [-0.2, -0.2, -0.2], [0.1, -0.1, 0.0], [0.3, 0.1, 0.1], [-0.4, -0.3, 0.2], [0.1, 0.0, -0.1], [0.1, 0.1, 0.0], [0.0, 0.1, 0.0], [-0.2, 0.1, 0.0], [-0.3, -0.2, 0.0], [-0.1, 0.1, 0.0], [0.1, 0.3, 0.0], [0.1, -0.1, 0.0], [0.1, -0.1, 0.0], [-0.3, -0.1, -0.2], [0.2, 0.3, 0.8], [-0.2, 0.1, -0.1], [0.1, 0.2, -0.2], [0.0, -0.1, 0.0], [0.0, 0.0, -0.1], [0.0, -0.1, 0.0], [-0.1, 0.0, 0.0], [0.1, -0.1, 0.0], [0.0, 0.0, 0.0], [-0.2, -0.1, 0.2], [0.5, 0.5, -0.3], [0.1, 0.2, 0.0], [-0.3, 0.1, 0.0], [-0.2, -0.4, 0.0]]
}

---

Question: What is the multiplicity in the first record?
Answer: 1